The following is a DFT calculation (ωB97M-V/def2-TZVPD) of a 2-piece molecular cluster, C5H15N3P overall.

Calculated values
- Gap between HOMO and LUMO: 8.66 eV
- HOMO: -11.786 eV
- Energy above the lowest of the compared OMol25 structures with the same formula, charge and spin: 175.9 kJ/mol

The geometry in ORCA input format:
```
! RIJCOSX wB97M-V def2-TZVPD def2/J DEFGRID3
* xyz 1 1
C 1.26 1.79 1.72
C 1.27 -1.00 -1.73
C -3.14 -1.76 0.02
C -0.07 -0.72 -2.39
C -1.95 -1.57 -0.86
N 2.44 1.98 1.08
N 0.57 0.62 1.67
N 0.72 2.74 2.49
P -1.35 -0.04 -1.22
H 2.09 -1.45 -2.46
H 1.87 -0.05 -1.48
H 1.08 -1.62 -0.79
H -3.81 -2.30 -0.61
H -3.01 -2.35 0.89
H -3.73 -0.84 0.30
H -0.49 -1.63 -2.66
H 0.15 0.01 -3.23
H -1.19 -2.32 -1.11
H 0.05 2.48 3.13
H 2.66 1.37 0.22
H 3.12 2.54 1.48
H 0.92 -0.29 1.50
H -0.40 0.75 1.62
H 0.96 3.67 2.43
*
```

These are the Mulliken partial charges, in e, on atoms 1 to 8: 0.66, -0.52, -1.12, -0.67, -0.03, -0.31, -0.34, -0.34

The following is a DFT calculation (ωB97M-V/def2-TZVPD) of a 2-piece molecular cluster, C5H15N4O overall.

Calculated values
- Gap between HOMO and LUMO (spin up / spin down): 4.31 / 8.91 eV
- HOMO (spin up / spin down): -3.572 / -8.203 eV
- Energy above the lowest of the compared OMol25 structures with the same formula, charge and spin: 0.0 kJ/mol

The geometry in ORCA input format:
```
! RIJCOSX wB97M-V def2-TZVPD def2/J DEFGRID3
* xyz 0 2
C 1.84 -0.24 2.05
C 0.40 -0.26 2.61
C 1.78 0.64 0.83
O 1.66 0.15 -0.28
N 2.07 2.02 0.90
H 2.64 0.12 2.70
H 2.05 -1.23 1.66
H -0.11 0.33 3.38
H 2.33 2.54 0.08
H 2.57 2.27 1.74
H 0.03 -1.30 2.71
H -0.17 -0.11 1.63
C -0.94 -2.08 -1.58
C -1.38 0.27 -1.61
N -0.45 -0.72 -1.43
N -2.77 0.15 -1.45
N -0.95 1.58 -1.62
H 0.56 -0.71 -1.49
H -3.30 -0.61 -1.83
H -3.21 0.54 -0.62
H 0.01 1.83 -1.65
H -1.65 2.25 -1.87
H -1.34 -2.25 -2.60
H -1.61 -2.44 -0.80
H -0.04 -2.72 -1.46
*
```

These are the Mulliken partial charges, in e, on atoms 1 to 8: -0.24, -0.90, 0.34, -0.70, -0.43, 0.37, 0.20, 0.31